No. 1
A cluster of 14 separate species, C41H119N19O14 in total in a non-equilibrium geometry, computed with ωB97M-V with the def2-TZVPD basis set.

Positions of all 193 atoms, in Å:
C 2.372 1.373 4.558
O 1.596 1.493 5.455
N 3.537 1.877 4.272
N 2.318 0.334 3.749
H 3.784 2.622 4.907
H 4.106 1.641 3.472
H 1.533 -0.268 3.542
H 3.169 0.298 3.207
C -0.817 5.134 1.120
O -1.229 4.673 2.087
N -0.601 4.486 0.017
N -0.533 6.416 0.936
H -0.649 3.502 0.242
H -0.017 4.861 -0.716
H -0.438 6.942 1.793
H -0.373 6.769 0.004
C 0.308 -0.089 -3.770
O 1.207 0.667 -3.526
N 0.483 -1.291 -3.408
N -0.852 0.047 -4.350
H 1.389 -1.637 -3.125
H -0.147 -1.953 -3.838
H -1.109 0.967 -4.679
H -1.238 -0.845 -4.625
C -3.036 3.409 -3.803
O -2.101 3.216 -4.638
N -3.083 2.984 -2.564
N -3.929 4.236 -3.913
H -3.552 3.354 -1.749
H -2.194 2.530 -2.415
H -4.627 4.390 -3.199
H -4.169 4.492 -4.860
C -0.946 -0.932 4.360
O -0.104 -1.356 3.517
N -2.074 -1.366 4.557
N -0.895 0.145 5.047
H -2.112 -2.363 4.398
H -2.631 -1.089 5.353
H 0.036 0.365 5.370
H -1.807 0.426 5.377
C 8.902 -3.065 -0.432
C 7.463 -3.271 0.116
C 6.449 -2.350 -0.639
O 6.819 -0.975 -0.330
C 5.798 -0.029 -0.637
N 7.047 -4.642 -0.146
H 9.100 -1.994 -0.412
H 9.131 -3.460 -1.422
H 9.534 -3.514 0.335
H 7.530 -2.991 1.167
H 5.487 -2.602 -0.192
H 6.345 -2.568 -1.702
H 5.359 -0.301 -1.597
H 6.057 1.018 -0.797
H 5.003 -0.190 0.091
H 6.623 -4.854 0.746
H 7.907 -5.171 -0.144
C 2.680 7.852 -1.793
C 2.834 6.333 -1.536
C 3.372 6.237 -0.075
O 3.417 4.853 0.327
C 3.563 4.660 1.720
N 1.616 5.591 -1.680
H 3.730 8.107 -1.940
H 2.307 8.468 -0.974
H 2.143 8.104 -2.707
H 3.544 5.816 -2.182
H 2.692 6.762 0.596
H 4.332 6.751 -0.124
H 2.878 5.110 2.439
H 4.485 5.159 2.021
H 3.725 3.611 1.966
H 1.756 4.636 -1.381
H 1.554 5.471 -2.681
C -2.774 -2.833 -2.175
C -2.054 -3.831 -3.085
C -2.886 -5.190 -3.122
O -2.316 -6.357 -3.690
C -1.317 -6.912 -2.874
N -1.600 -3.415 -4.464
H -3.106 -3.314 -1.255
H -3.596 -2.349 -2.703
H -2.185 -2.045 -1.706
H -1.214 -4.026 -2.418
H -3.846 -4.967 -3.587
H -3.252 -5.469 -2.134
H -1.642 -7.018 -1.839
H -0.416 -6.301 -2.931
H -0.842 -7.864 -3.110
H -0.970 -4.136 -4.784
H -2.360 -3.487 -5.125
C -5.460 0.826 4.142
C -6.240 2.128 4.329
C -6.886 2.245 5.762
O -7.604 3.394 6.107
C -8.736 3.802 5.327
N -5.299 3.161 4.159
H -4.847 0.534 3.289
H -6.202 0.053 4.340
H -4.612 0.765 4.825
H -7.108 2.296 3.692
H -6.256 2.144 6.645
H -7.533 1.372 5.839
H -9.389 2.929 5.354
H -8.535 4.123 4.305
H -9.260 4.624 5.815
H -4.349 2.845 4.294
H -5.484 3.636 5.031
C -2.170 0.127 1.375
C -1.422 0.982 0.499
C 0.110 0.880 0.656
O 0.739 1.864 -0.149
C 2.136 1.778 -0.150
N -1.782 0.624 -0.881
H -2.035 -0.938 1.187
H -3.227 0.270 1.155
H -1.964 0.420 2.405
H -1.757 1.988 0.751
H 0.470 -0.139 0.515
H 0.319 1.038 1.714
H 2.405 0.789 -0.519
H 2.521 1.951 0.855
H 2.596 2.503 -0.822
H -0.971 0.692 -1.479
H -2.402 1.358 -1.192
C 6.522 6.647 -2.016
C 7.823 5.868 -2.005
C 7.725 4.416 -2.412
O 6.802 3.730 -1.518
C 5.750 3.102 -2.266
N 8.737 6.584 -2.879
H 6.568 7.671 -1.645
H 5.780 6.107 -1.429
H 6.016 6.676 -2.981
H 8.198 5.778 -0.986
H 8.654 3.875 -2.226
H 7.400 4.242 -3.437
H 5.093 2.678 -1.507
H 6.073 2.283 -2.908
H 5.163 3.905 -2.712
H 8.297 6.673 -3.783
H 9.472 5.927 -3.101
C 2.399 -7.199 0.780
C 3.162 -6.382 -0.347
C 2.924 -4.785 -0.465
O 1.527 -4.382 -0.351
C 1.328 -2.958 -0.359
N 4.523 -6.792 -0.551
H 2.343 -8.281 0.661
H 1.373 -6.841 0.861
H 2.816 -7.119 1.784
H 2.754 -6.692 -1.309
H 3.423 -4.440 -1.371
H 3.484 -4.173 0.241
H 0.256 -2.788 -0.265
H 1.619 -2.515 -1.312
H 1.806 -2.407 0.451
H 4.839 -7.086 0.362
H 4.971 -5.887 -0.539
C -7.499 -3.312 -4.344
C -7.657 -2.446 -3.158
C -7.193 -0.974 -3.263
O -5.734 -0.941 -3.179
C -5.188 0.174 -2.605
N -9.043 -2.411 -2.894
H -8.060 -2.922 -5.194
H -7.694 -4.380 -4.248
H -6.486 -3.199 -4.730
H -7.208 -2.844 -2.248
H -7.624 -0.253 -2.567
H -7.445 -0.449 -4.184
H -4.998 0.184 -1.531
H -5.508 1.161 -2.939
H -4.132 0.015 -2.824
H -9.537 -2.488 -3.772
H -9.301 -1.470 -2.637
C -0.951 -5.128 1.731
C -2.149 -4.774 2.595
C -1.844 -4.649 4.092
O -2.898 -4.051 4.867
C -4.015 -4.911 4.933
N -2.781 -3.553 2.034
H -0.609 -6.108 2.063
H -0.064 -4.503 1.835
H -1.269 -5.151 0.689
H -2.943 -5.520 2.562
H -0.955 -4.020 4.140
H -1.558 -5.662 4.375
H -4.831 -4.534 5.549
H -3.747 -5.780 5.534
H -4.547 -5.106 4.002
H -2.101 -2.895 1.682
H -3.196 -3.104 2.838

Properties
Expectation value of S² ... 0.755
Total energy ... -101404.795 eV
Spin multiplicity ... 2
HOMO (alpha / beta) ... -10.34 / -10.34 eV
Charge ... +1
Kohn-Sham gap (alpha / beta) ... 7.59 / 1.72 eV
Largest force on an atom ... 0.2320 hartree/bohr

Atomic partial charges in e from the Mulliken method, atoms 1 to 6:
1. C 0.777
2. O -0.756
3. N -0.386
4. N -0.025
5. H 0.242
6. H 0.145

***

No. 2
The molecule C9H9N3S in a non-equilibrium geometry, computed with ωB97M-V with the def2-TZVPD basis set.

Positions of all 22 atoms, in Å:
N 0.946 -3.462 -1.861
N -0.193 -2.904 -2.561
C -0.570 -1.786 -2.101
N -0.136 -1.198 -0.916
C -0.682 0.071 -0.759
C -0.141 0.872 0.387
C -1.033 1.278 1.260
C -0.680 2.023 2.432
C 0.700 2.274 2.618
C 1.627 1.838 1.685
C 1.200 1.060 0.567
C -1.629 0.403 -1.629
S -1.714 -0.734 -2.969
H 1.096 -4.320 -2.458
H 0.506 -3.927 -1.084
H 0.851 -1.405 -0.686
H -2.092 1.084 1.048
H -1.405 2.388 3.126
H 1.166 2.742 3.472
H 2.651 1.834 2.057
H 1.905 0.610 -0.158
H -2.375 1.257 -1.471

Properties
Total energy ... -24782.619 eV
HOMO ... -7.62 eV
Charge ... 0
Relative energy (zero: lowest compared OMol25 entry of this formula, charge and spin) ... 1.976 eV
Kohn-Sham gap ... 8.41 eV
Largest force on an atom ... 0.1151 hartree/bohr
Structure (SMILES) ... N/N=c1\[nH]c(-c2ccccc2)cs1

Atomic partial charges in e from the natural (NBO) method, atoms 1 to 6:
1. N -0.684
2. N -0.376
3. C 0.251
4. N -0.621
5. C 0.147
6. C -0.091

***

No. 3
The molecule C11H23PS in a non-equilibrium geometry, computed with ωB97M-V with the def2-TZVPD basis set.

Positions of all 36 atoms, in Å:
C -2.199 2.100 -1.962
C -1.264 2.535 -0.824
C -2.102 2.866 0.334
C -0.461 3.952 -1.057
C -0.211 1.484 -0.515
P -0.703 -0.333 -0.713
S -2.430 -0.983 -0.012
C 0.959 -1.203 -0.067
C 0.594 -1.365 1.410
C 1.589 -2.046 2.334
C 1.966 -3.464 1.680
C 2.002 -3.438 0.151
C 0.905 -2.636 -0.516
H -1.469 1.872 -2.770
H -2.961 2.803 -2.480
H -2.578 1.161 -1.563
H -1.397 3.297 1.168
H -2.725 3.761 0.055
H -2.713 1.999 0.758
H 0.298 3.829 -0.228
H 0.103 3.870 -1.985
H -1.292 4.671 -0.898
H 0.622 1.643 -1.206
H 0.166 1.659 0.500
H -0.488 -0.349 -2.076
H 1.977 -0.698 -0.378
H -0.405 -1.819 1.359
H 0.376 -0.360 1.892
H 1.174 -2.264 3.379
H 2.546 -1.621 2.557
H 2.866 -3.773 2.081
H 1.200 -4.192 1.958
H 2.988 -3.084 -0.158
H 1.906 -4.367 -0.322
H 1.216 -2.644 -1.547
H -0.053 -2.864 -0.341

Properties
Total energy ... -31902.559 eV
HOMO ... -8.63 eV
Charge ... 0
Relative energy (zero: lowest compared OMol25 entry of this formula, charge and spin) ... 1.662 eV
Kohn-Sham gap ... 9.40 eV
Largest force on an atom ... 0.1034 hartree/bohr
Structure (SMILES) ... CC(C)(C)C[P@H](=S)C1CCCCC1

Atomic partial charges in e from the natural (NBO) method, atoms 1 to 6:
1. C -0.643
2. C -0.034
3. C -0.622
4. C -0.611
5. C -0.713
6. P 1.017

***

No. 4
The molecule C6H12O, computed with ωB97M-V with the def2-TZVPD basis set.

Positions of all 19 atoms, in Å:
C 0.998 1.673 -2.155
C 1.074 0.456 -1.238
C 0.331 0.656 0.084
C 0.610 -0.350 1.128
C -0.549 -0.558 2.021
C -1.257 -1.783 1.360
O -1.967 -1.449 0.188
H -0.042 1.942 -2.374
H 1.475 2.543 -1.689
H 1.503 1.485 -3.109
H 2.114 0.193 -1.016
H 0.644 -0.416 -1.753
H -0.733 0.910 -0.074
H 0.765 1.536 0.611
H -0.524 -2.580 1.179
H -1.299 0.249 2.078
H -0.254 -0.873 3.028
H -1.995 -2.160 2.073
H -1.357 -1.459 -0.559

Properties
Total energy ... -8460.392 eV
HOMO ... -8.29 eV
Charge ... 0
Relative energy (zero: lowest compared OMol25 entry of this formula, charge and spin) ... 3.962 eV
Kohn-Sham gap ... 8.47 eV
Largest force on an atom ... 0.0084 hartree/bohr

Atomic partial charges in e from the natural (NBO) method, atoms 1 to 6:
1. C -0.606
2. C -0.387
3. C -0.600
4. C 0.180
5. C -0.592
6. C -0.048

***

No. 5
The ion C4H9N2S with charge +1 in a non-equilibrium geometry, computed with ωB97M-V with the def2-TZVPD basis set.

Positions of all 16 atoms, in Å:
H 1.818 -0.606 2.193
N 1.499 -0.618 1.252
C 1.362 0.545 0.755
N 0.817 0.496 -0.630
C -0.255 1.438 -0.849
S -1.357 0.986 0.681
C -1.451 -0.834 0.660
C -1.278 -1.574 -0.469
H 1.496 1.580 1.036
H 0.405 -0.534 -0.801
H 1.724 0.544 -1.272
H 0.013 2.429 -0.571
H -0.683 1.398 -1.847
H -1.462 -1.284 1.667
H -1.216 -2.591 -0.263
H -1.432 -1.374 -1.541

Properties
Total energy ... -18099.967 eV
HOMO ... -13.35 eV
Charge ... +1
Relative energy (zero: lowest compared OMol25 entry of this formula, charge and spin) ... 3.559 eV
Kohn-Sham gap ... 9.68 eV
Largest force on an atom ... 0.0910 hartree/bohr
Structure (SMILES) ... [H]/N=C/[NH2+]CSC=C

Atomic partial charges in e from the natural (NBO) method, atoms 1 to 6:
1. H 0.384
2. N -0.555
3. C 0.249
4. N -0.642
5. C -0.314
6. S 0.246

***

No. 6
The ion C3H8NO2 with charge +1 in a non-equilibrium geometry, computed with ωB97M-V with the def2-TZVPD basis set.

Positions of all 14 atoms, in Å:
C 0.132 0.770 0.099
C -2.545 0.329 -0.224
C 2.441 -0.117 0.239
N 0.977 -0.477 -0.099
O -1.333 0.173 -0.031
O -3.456 -0.467 0.215
H 0.224 1.529 -0.614
H -2.878 1.187 -0.763
H 2.810 0.748 -0.412
H 2.535 0.370 1.348
H 2.896 -0.964 -0.058
H 0.488 -1.178 0.499
H 0.898 -0.783 -1.104
H -3.191 -1.120 0.902

Properties
Total energy ... -8814.522 eV
HOMO ... -12.24 eV
Charge ... +1
Relative energy (zero: lowest compared OMol25 entry of this formula, charge and spin) ... 5.430 eV
Kohn-Sham gap ... 8.69 eV
Largest force on an atom ... 0.1034 hartree/bohr

Atomic partial charges in e from the natural (NBO) method, atoms 1 to 6:
1. C -0.105
2. C 0.704
3. C -0.410
4. N -0.563
5. O -0.497
6. O -0.597

***

No. 7
A structure of composition C8H24ClN2O2Ti in a non-equilibrium geometry, computed with ωB97M-V with the def2-TZVPD basis set.

Positions of all 38 atoms, in Å:
Ti -0.792 3.922 3.427
Cl 0.149 1.746 2.048
C 1.090 3.712 -1.810
C 0.408 2.377 -2.414
C 1.135 1.715 -3.580
O 0.506 0.536 -3.994
C -0.464 0.713 -4.957
N 0.223 1.390 -1.355
H -0.495 0.689 -1.473
H 1.116 0.934 -1.240
H 0.048 1.858 -0.477
H 2.031 3.522 -1.294
H 0.466 4.118 -1.014
H 1.115 4.483 -2.581
H -0.610 2.640 -2.702
H 2.076 1.374 -3.149
H 1.388 2.358 -4.423
H -0.672 -0.308 -5.278
H -0.054 1.208 -5.837
H -1.321 1.328 -4.686
C 0.471 -3.774 1.541
C 0.035 -2.307 1.623
C -1.246 -2.120 2.376
O -1.092 -2.362 3.802
C -2.105 -1.642 4.506
N 1.231 -1.535 2.275
H 1.373 -1.844 3.226
H 2.107 -1.627 1.782
H 0.963 -0.562 2.325
H 0.798 -4.157 2.508
H 1.451 -3.898 1.080
H -0.336 -4.311 1.042
H -0.089 -1.818 0.656
H -1.879 -2.931 2.018
H -1.790 -1.281 1.941
H -3.094 -1.821 4.084
H -1.989 -0.562 4.415
H -2.151 -1.762 5.589

Properties
Expectation value of S² ... 6.005
Total energy ... -51364.258 eV
Spin multiplicity ... 5
HOMO (alpha / beta) ... -15.40 / -17.50 eV
Charge ... +3
Kohn-Sham gap (alpha / beta) ... 6.35 / 2.14 eV
Largest force on an atom ... 0.0628 hartree/bohr

Atomic partial charges in e from the natural (NBO) method, atoms 1 to 6:
1. Ti 0.943
2. Cl -0.897
3. C -0.626
4. C -0.082
5. C -0.087
6. O -0.536

***

No. 8
The ion C3H6N with charge +1 in a non-equilibrium geometry, computed with ωB97M-V with the def2-TZVPD basis set.

Positions of all 10 atoms, in Å:
C -1.222 0.284 0.556
C 0.335 0.145 -1.152
C -0.268 -0.647 -0.002
N 1.135 -0.089 0.043
H -0.979 1.236 0.877
H -2.307 -0.017 0.457
H 0.259 1.241 -1.337
H -0.306 -1.773 -0.193
H 1.866 -0.819 -0.051
H 1.488 0.439 0.802

Properties
Total energy ... -4686.102 eV
HOMO (alpha / beta) ... -14.98 / -14.24 eV
Charge ... +1
Relative energy (zero: lowest compared OMol25 entry of this formula, charge and spin) ... 4.015 eV
Kohn-Sham gap (alpha / beta) ... 9.40 / 8.15 eV
Largest force on an atom ... 0.0803 hartree/bohr

Atomic partial charges in e from the natural (NBO) method, atoms 1 to 6:
1. C -0.184
2. C -0.002
3. C -0.144
4. N -0.567
5. H 0.223
6. H 0.259

***

No. 9
A structure of composition C47H51As2CrF9N4O3S in a non-equilibrium geometry, computed with ωB97M-V with the def2-TZVPD basis set.

Positions of all 118 atoms, in Å:
Cr 0.702 0.541 0.509
C -2.617 2.119 1.319
C -1.698 2.308 2.566
As -0.734 0.601 2.772
C 0.174 0.715 4.475
C 0.593 1.956 4.990
C 1.323 2.030 6.181
C 1.549 0.865 6.897
C 1.036 -0.355 6.441
C 0.293 -0.413 5.274
C -2.096 -0.753 3.108
C -2.150 -1.909 2.334
C -3.281 -2.687 2.417
C -4.341 -2.377 3.216
C -4.217 -1.347 4.119
C -3.123 -0.485 4.057
As -1.688 1.401 -0.195
C -1.760 2.670 -1.656
C -2.111 2.289 -2.958
C -1.854 3.105 -4.063
C -1.394 4.389 -3.881
C -1.202 4.850 -2.579
C -1.330 4.008 -1.482
C -2.798 -0.078 -0.718
C -2.214 -1.324 -0.933
C -2.971 -2.407 -1.373
C -4.330 -2.235 -1.526
C -4.911 -0.983 -1.414
C -4.162 0.093 -0.940
H -3.156 2.981 1.093
H -3.362 1.409 1.560
H -2.366 2.478 3.415
H -0.947 3.084 2.413
H 0.515 2.831 4.323
H 1.560 3.031 6.548
H 2.077 0.862 7.840
H 1.194 -1.236 7.071
H -0.159 -1.377 4.957
H -1.370 -2.165 1.662
H -3.338 -3.520 1.700
H -5.199 -3.008 3.196
H -5.088 -1.025 4.744
H -3.106 0.426 4.692
H -2.548 1.293 -3.174
H -2.098 2.783 -5.070
H -1.216 5.053 -4.726
H -0.943 5.864 -2.323
H -1.189 4.382 -0.473
H -1.138 -1.466 -0.844
H -2.468 -3.378 -1.621
H -4.988 -3.113 -1.966
H -5.998 -0.923 -1.623
H -4.590 1.124 -0.915
O 1.513 -0.149 -1.220
S 2.028 0.148 -2.626
C 2.187 -1.433 -3.464
C 1.237 -2.581 -3.159
C 0.149 -2.786 -4.011
C -0.753 -3.851 -3.846
C -0.602 -4.689 -2.782
C 0.453 -4.488 -1.887
C 1.341 -3.458 -2.029
C 0.537 0.733 -3.377
C 0.796 0.924 -4.843
C 1.890 1.620 -5.300
C 1.950 1.970 -6.612
C 1.013 1.554 -7.548
C -0.049 0.759 -7.122
C -0.243 0.551 -5.750
H 3.183 -1.774 -3.286
H 2.048 -1.219 -4.529
H -0.027 -2.152 -4.819
H -1.570 -3.945 -4.645
H -1.296 -5.532 -2.576
H 0.566 -5.213 -1.088
H 2.189 -3.331 -1.363
H 0.257 1.692 -2.832
H -0.222 -0.036 -3.215
H 2.758 1.915 -4.647
H 2.663 2.658 -6.945
H 1.154 1.860 -8.600
H -0.848 0.396 -7.816
H -1.085 -0.010 -5.326
N 1.053 -5.946 2.430
C 0.133 -5.119 1.883
N -1.112 -5.693 1.620
O 0.413 -3.977 1.550
H 0.763 -6.826 2.880
H 1.817 -5.445 2.848
H -1.367 -6.609 1.972
H -1.907 -5.254 1.179
N 3.049 0.404 3.368
C 3.820 -0.762 2.763
C 3.216 -1.154 1.419
N 1.753 -1.212 1.276
H 3.622 0.887 4.055
H 2.230 0.093 3.868
H 2.708 1.026 2.590
H 3.734 -1.651 3.413
H 4.854 -0.560 2.618
H 3.634 -2.092 1.082
H 3.544 -0.345 0.745
H 1.385 -1.835 1.960
H 1.539 -1.744 0.429
F 0.400 4.000 1.208
C 1.663 4.402 1.508
F 1.866 5.598 0.943
F 1.594 4.448 2.851
C 2.635 3.243 0.932
O 2.164 2.036 1.256
C 4.017 3.439 1.624
F 4.936 2.619 1.166
F 4.496 4.674 1.437
F 3.896 3.193 2.928
C 2.842 3.279 -0.622
F 3.616 2.240 -0.933
F 1.672 3.091 -1.331
F 3.341 4.442 -1.089

Properties
Expectation value of S² ... 6.025
Total energy ... -247050.064 eV
Spin multiplicity ... 5
HOMO (alpha / beta) ... -13.12 / -13.16 eV
Charge ... +2
Kohn-Sham gap (alpha / beta) ... 8.77 / 8.92 eV
Largest force on an atom ... 0.0620 hartree/bohr

Atomic partial charges in e from the Mulliken method, atoms 1 to 6:
1. Cr 2.329
2. C -1.755
3. C -0.949
4. As 0.949
5. C -0.563
6. C 0.071